Record 1
52
Properties=species:S:1:pos:R:3:forces:R:3 method="wB97M-V/def2-TZVPD" energy_ev=-68536.7812 charge=+1 relative_energy_ev=0.297 homo_lumo_gap_ev=5.96 homo_energy_ev=-10.72
Os 0.06537 -0.28058 0.40107 -0.23 -0.10 0.01
I 4.11589 -1.11497 -6.13985 0.01 0.00 -0.02
C 2.89291 -0.66310 -4.52251 0.01 0.02 -0.06
C 2.01863 0.41023 -4.59505 -0.08 0.09 -0.01
C 1.21561 0.71304 -3.50806 0.05 -0.03 -0.05
I -0.08614 2.32549 -3.61251 -0.05 0.04 0.03
C 1.27369 -0.06373 -2.34859 -0.28 -0.01 0.16
O 0.45017 0.32707 -1.32803 0.58 0.32 -0.08
C 2.14823 -1.15007 -2.28054 -0.03 -0.06 0.08
C 2.27124 -2.02955 -1.06222 0.09 0.13 0.05
N 2.11711 -1.21523 0.16309 0.16 -0.44 -0.05
C 2.46619 -1.92870 1.40028 0.02 0.12 -0.12
C 1.90923 -1.19183 2.58565 -0.05 -0.04 -0.11
C 2.40154 -1.40146 3.85625 0.09 0.02 0.15
C 1.79124 -0.78296 4.93558 0.04 -0.05 -0.01
C 0.68894 0.02365 4.70849 0.01 0.02 0.08
C 0.24649 0.19850 3.41695 0.00 0.02 -0.15
N 0.86054 -0.37501 2.36535 -0.11 -0.15 -0.23
C 2.96079 -1.42598 -3.37228 0.07 -0.15 0.06
H 1.96435 1.01537 -5.48966 0.00 -0.01 0.02
H 3.25502 -2.50353 -1.07801 0.03 -0.05 0.04
H 1.52255 -2.81865 -1.03191 -0.05 0.00 -0.07
H 2.76494 -0.43700 0.06458 -0.12 0.18 0.04
H 3.54777 -2.03222 1.50321 0.04 -0.07 -0.01
H 2.04135 -2.93414 1.35773 -0.10 0.03 0.03
H 3.25107 -2.05839 3.99377 -0.04 0.03 0.00
H 2.16081 -0.94370 5.93980 0.00 0.00 -0.02
H 0.16199 0.50778 5.51880 0.02 -0.01 -0.03
H -0.62796 0.78980 3.19694 -0.03 0.04 -0.05
H 3.65519 -2.25604 -3.31442 -0.02 0.02 -0.01
O -1.56090 -1.25792 1.70384 0.78 -0.99 -1.02
Cl -1.35455 -2.61951 1.05591 -1.03 0.84 1.75
O -2.58197 -3.15446 0.64268 0.30 -0.10 -0.14
O -0.59555 -3.44654 1.91548 -0.03 -0.03 -0.23
O -0.50414 -2.24320 -0.13204 0.35 0.70 -0.05
C -4.77280 1.68152 -1.83976 -0.01 0.06 0.02
C -4.08905 0.45111 -1.82833 0.14 -0.03 0.07
C -2.94331 0.30647 -1.08998 -0.11 -0.06 -0.06
C -2.42640 1.38065 -0.33301 0.42 -0.09 0.05
C -1.23228 1.25873 0.45757 -0.63 -0.01 0.12
C -0.75956 2.36107 1.15931 -0.01 -0.56 -0.21
C -1.40632 3.60982 1.07348 -0.34 0.18 -0.23
C -2.56505 3.72203 0.35475 0.14 0.00 0.08
C -3.10452 2.61464 -0.36005 0.04 0.29 0.06
C -4.28929 2.73940 -1.12025 -0.08 0.05 -0.03
H -5.67908 1.78634 -2.42242 0.02 0.01 0.02
H -4.47044 -0.38018 -2.40790 0.02 0.02 0.02
H -2.42081 -0.64261 -1.09425 -0.03 0.00 0.00
H 0.14781 2.30549 1.75017 0.01 -0.05 0.13
H -0.99577 4.46205 1.60038 -0.03 -0.02 -0.02
H -3.09547 4.66773 0.31764 0.04 -0.05 0.00
H -4.80535 3.69327 -1.12712 0.01 -0.05 0.00

Record 2
50
Properties=species:S:1:pos:R:3:forces:R:3 method="wB97M-V/def2-TZVPD" spin_multiplicity=2 energy_ev=-164477.4978 charge=-1 s_squared=0.771 relative_energy_ev=0.000 homo_lumo_gap_ev="3.33 / 3.29" homo_energy_ev="-2.38 / -2.35"
Cu -0.16360 -0.36032 0.36052 -0.94 -1.55 0.34
Se 5.09239 5.14476 -0.84162 -0.84 -1.09 0.19
N 5.24300 3.41633 -0.32709 -1.37 -0.67 -0.13
C 4.02430 2.85786 -0.36351 1.21 1.19 -0.08
C 3.69645 1.50197 0.10531 0.01 0.31 0.28
C 4.61113 0.71158 0.82136 -0.66 -0.55 -1.10
C 4.13278 -0.49857 1.30878 -0.20 0.26 0.52
C 2.80691 -0.87218 1.11145 -0.43 0.32 -0.96
N 1.90968 -0.09279 0.47479 1.29 -0.35 0.38
C 2.33757 1.09005 0.00839 1.54 -0.53 1.21
C 1.30112 1.99362 -0.35086 -1.86 2.32 -1.50
N 0.03171 1.53215 -0.29269 -0.11 2.19 -0.46
C -0.98410 2.42445 -0.48790 1.85 0.10 -0.58
C -0.79143 3.81561 -0.69064 0.67 -1.88 0.62
C 0.52619 4.25618 -0.81029 -0.81 0.86 -0.43
C 1.55371 3.35761 -0.74792 0.90 -2.31 1.22
C 2.95677 3.76154 -0.78352 0.33 1.03 0.10
N 3.30181 5.00692 -1.05039 0.37 -0.66 -0.05
H 5.67100 0.95105 0.83082 -0.27 0.26 0.34
H 4.72327 -1.13048 1.95542 0.30 -0.12 -0.26
H 2.47235 -1.87125 1.37574 -0.19 0.28 0.27
H -1.92743 1.94129 -0.61118 -0.78 -0.18 0.51
H -1.67786 4.41659 -0.64439 -0.02 0.51 -0.35
H 0.84022 5.28641 -0.99156 -0.52 -0.14 0.08
C -4.65067 -0.40386 1.76971 0.95 0.77 0.21
C -3.10253 -0.38805 1.70289 0.85 0.05 2.79
S -2.48999 -0.58999 0.11833 0.35 0.23 -1.46
C -2.23388 -0.38311 2.82898 -4.35 -0.10 -2.72
C -2.89374 -0.53256 4.17532 1.20 0.44 0.69
S -0.55206 -0.44654 2.68545 1.68 0.16 0.50
H -5.04381 -1.36586 1.45630 -0.10 -0.22 -0.01
H -5.10075 0.36884 1.11962 0.36 -0.32 -0.01
H -4.99822 -0.16052 2.77371 -0.09 -0.27 -0.03
H -2.94023 -1.60168 4.44143 -0.42 0.27 -0.03
H -3.85779 -0.00417 4.25785 0.42 -0.50 0.06
H -2.18668 -0.09848 4.90178 -0.41 -0.01 0.09
F -2.22692 -3.90385 -5.02488 -0.02 0.05 -0.42
C -1.64180 -3.53489 -3.86071 -0.68 0.06 1.67
C -2.36950 -3.68609 -2.66468 -0.62 -0.12 -1.06
C -1.77650 -3.31706 -1.46846 0.15 -0.39 -0.15
C -0.46166 -2.82046 -1.41756 -0.69 -0.51 -2.19
C 0.13054 -2.38177 -0.23093 3.12 1.28 0.47
C 0.24112 -2.68241 -2.66225 -1.67 -0.18 1.60
C -0.37182 -2.99402 -3.83973 0.33 -0.11 -2.23
H -3.44253 -4.02219 -2.72402 1.32 0.23 0.14
H -2.29898 -3.43654 -0.52959 -0.14 0.12 -0.10
H 1.23687 -2.36781 -0.41244 -0.63 0.15 0.25
H -0.00224 -2.83293 0.71469 -0.89 -0.67 0.81
H 1.20921 -2.26122 -2.65237 0.97 0.38 0.00
H 0.13663 -2.79320 -4.81745 -0.44 -0.36 0.93

Record 3
55
Properties=species:S:1:pos:R:3:forces:R:3 method="wB97M-V/def2-TZVPD" energy_ev=-80144.4479 charge=+1 relative_energy_ev=0.214 homo_lumo_gap_ev=7.24 homo_energy_ev=-11.49
Pt 0.28509 1.39047 -0.42510 0.67 -0.09 1.24
O 1.50611 0.12339 0.66832 0.10 -0.04 -0.23
N 2.03005 -0.83330 -0.12706 -0.01 0.18 -0.01
C 2.27387 -2.02848 0.42710 0.06 -0.12 -0.11
C 2.85145 -3.02005 -0.33018 -0.06 0.04 0.17
C 3.14685 -2.76219 -1.66236 0.03 0.00 -0.14
C 2.85798 -1.52718 -2.21018 0.05 -0.03 -0.02
C 2.29406 -0.53796 -1.41650 -0.01 0.05 0.14
S 1.94876 1.08338 -1.96453 -0.24 -0.04 -0.29
H 1.97612 -2.12021 1.46113 -0.01 0.00 0.00
H 3.04738 -3.98189 0.11914 0.00 0.00 0.00
H 3.58178 -3.53600 -2.28004 0.00 0.02 -0.01
H 3.04815 -1.31076 -3.25160 0.00 0.01 0.01
F -1.93668 6.05019 0.07393 0.02 0.02 -0.02
C -0.78297 6.35894 -0.53362 0.01 0.01 0.01
F -0.47183 7.61964 -0.21949 -0.01 -0.03 -0.01
F -0.99598 6.29975 -1.85656 0.00 0.01 0.03
C 0.30962 5.40448 -0.12555 -0.03 0.03 -0.04
C 1.47740 5.82907 0.48192 -0.03 0.08 -0.01
C 2.47503 4.92290 0.83125 0.05 -0.09 -0.01
C 2.26949 3.58309 0.58164 -0.07 0.15 0.12
N 1.13018 3.19220 0.01260 -0.26 -0.07 -0.04
C 0.16391 4.04527 -0.37480 -0.03 -0.25 -0.17
S -1.07205 3.09511 -1.19684 0.40 0.35 -0.19
H 1.61512 6.88402 0.67794 -0.01 0.00 -0.01
H 3.39372 5.25660 1.28929 -0.01 -0.01 0.00
H 2.97876 2.80373 0.82431 0.01 0.03 0.02
C -0.45298 -4.70367 4.30507 0.01 -0.02 0.02
C -0.76557 -3.54999 3.39707 0.00 0.01 -0.02
C -0.18456 -2.30028 3.59893 -0.01 0.00 0.00
C -0.48828 -1.22694 2.77532 -0.01 0.00 0.03
C -1.39969 -1.40748 1.74500 0.21 0.07 0.01
C -2.00461 -2.64026 1.52844 -0.08 0.02 0.04
C -1.67763 -3.70140 2.35095 -0.01 0.00 0.00
S -1.75561 -0.08604 0.65049 -0.10 -0.50 -0.13
O -1.09594 1.12734 1.22707 -0.21 0.02 -0.29
O -3.15196 -0.07461 0.37173 -0.01 0.17 0.14
N -0.83580 -0.28094 -0.69495 -0.57 0.15 -0.20
C -1.48414 -0.47913 -1.96406 0.33 -0.01 0.12
C -2.47150 -1.43561 -2.17130 -0.01 -0.01 -0.05
C -2.93679 -1.60065 -3.46287 -0.05 -0.05 0.06
C -2.40421 -0.83867 -4.49243 0.03 0.01 -0.03
C -1.42852 0.08599 -4.17295 -0.09 0.02 0.04
N -0.98689 0.27361 -2.92830 -0.07 -0.10 -0.15
H 0.50205 -4.56760 4.81004 0.00 0.01 0.00
H -0.42398 -5.64372 3.75508 -0.01 0.01 0.00
H -1.22233 -4.79946 5.07377 0.00 0.01 -0.01
H 0.50706 -2.15990 4.42070 0.01 0.00 -0.01
H -0.03494 -0.25971 2.93585 0.01 -0.01 -0.01
H -2.73979 -2.76453 0.74506 0.01 0.01 -0.01
H -2.14975 -4.66261 2.19001 0.01 0.00 0.00
H -2.87691 -2.02063 -1.36109 0.03 -0.01 0.02
H -3.71244 -2.32803 -3.66325 0.00 0.00 0.00
H -2.74148 -0.95869 -5.51179 0.00 0.02 0.00
H -0.98421 0.71944 -4.93176 -0.01 0.00 0.00

Record 4
47
Properties=species:S:1:pos:R:3:forces:R:3 method="wB97M-V/def2-TZVPD" spin_multiplicity=2 energy_ev=-67094.5252 charge=0 s_squared=1.017 homo_lumo_gap_ev="7.82 / 7.97" homo_energy_ev="-8.15 / -8.24"
Fe -0.22253 0.28085 -0.03173 2.50 0.50 2.30
O -1.93888 0.91374 0.34441 -0.59 -0.50 -0.81
C -2.53210 1.21232 1.46735 0.17 -0.05 -0.11
C -3.91724 0.99170 1.60614 -0.07 0.00 -0.08
C -4.56098 1.25389 2.79138 0.07 0.04 -0.01
C -3.86508 1.76881 3.89644 -0.05 0.00 -0.05
C -2.52506 2.02923 3.76643 0.01 0.01 0.06
C -1.84220 1.76717 2.56547 0.09 -0.11 0.15
C -0.43038 2.01892 2.50791 -0.09 0.10 0.08
N 0.34549 1.71815 1.53445 -0.32 -0.32 -0.38
C 1.76621 1.99982 1.67552 0.05 0.21 0.04
C 2.44390 1.43526 0.44709 0.17 0.05 -0.11
N 1.85487 0.13639 0.19939 -0.60 0.03 -0.57
C 2.58933 -0.90652 0.16021 0.16 0.12 -0.10
C 2.09457 -2.24499 0.07138 0.20 -0.15 -0.13
C 2.99754 -3.31161 -0.09282 0.05 0.01 0.06
C 2.57605 -4.61376 -0.02340 -0.08 -0.04 0.02
C 1.22455 -4.86875 0.26670 0.09 0.07 0.03
C 0.32437 -3.84180 0.40719 -0.12 -0.01 0.03
C 0.72634 -2.49651 0.26147 -0.20 0.01 -0.16
O -0.16900 -1.55227 0.33104 -0.85 -0.02 -0.02
H -4.44020 0.58659 0.74978 -0.03 -0.01 0.03
H -5.62186 1.05207 2.87442 0.00 0.00 0.00
H -4.37633 1.95106 4.83132 0.00 0.02 -0.01
H -1.96489 2.42012 4.60954 0.00 0.04 -0.03
H -0.00621 2.49818 3.39738 0.04 0.01 -0.04
H 2.15656 1.53058 2.58343 0.01 -0.05 -0.03
H 1.96095 3.07365 1.74002 -0.08 0.01 0.05
H 3.52609 1.38288 0.59468 0.01 -0.06 -0.09
H 2.23119 2.07633 -0.41197 0.02 0.00 -0.01
H 3.67481 -0.79576 0.23941 -0.01 0.07 0.03
H 4.04425 -3.08790 -0.27065 -0.01 0.02 0.03
H 3.27207 -5.42868 -0.16512 0.00 0.00 0.03
H 0.89065 -5.89063 0.39699 -0.02 0.00 -0.07
H -0.71762 -4.02475 0.63522 0.00 -0.03 -0.06
N -0.49872 1.02840 -7.20485 0.01 0.00 0.01
C -0.36715 0.93538 -6.06672 0.02 -0.01 0.11
C -0.20663 0.82005 -4.63825 -0.05 0.00 -0.14
C -0.70572 1.81865 -3.80492 0.08 0.11 0.07
C -0.57235 1.69304 -2.42972 0.16 0.04 -0.36
C 0.05685 0.57261 -1.89553 -0.78 -0.07 0.41
C 0.56510 -0.41528 -2.72537 0.12 0.10 -0.18
C 0.43387 -0.29349 -4.10129 0.13 -0.03 0.03
H -1.19942 2.67930 -4.23705 0.00 -0.01 0.00
H -0.96466 2.46727 -1.78191 -0.10 -0.06 0.01
H 1.06720 -1.28163 -2.30964 -0.09 -0.04 -0.02
H 0.82243 -1.05809 -4.76125 -0.02 0.00 -0.01